Entry 1:
The following is a DFT calculation (the ωB97M-V functional and the def2-TZVPD basis) of 6 unconnected molecules or ions with the total composition C22H55BN2O24P5 in a non-equilibrium geometry.

Cartesian coordinates (Å):
1 C -5.81216 2.46380 1.38000
2 O -5.07522 1.33424 0.89862
3 B -5.37514 0.84679 -0.32222
4 O -6.66211 0.70909 -0.77808
5 O -4.33808 0.45666 -1.19485
6 C -3.08587 0.87715 -0.92605
7 O -2.34029 0.34817 -0.16236
8 C -2.61856 2.08328 -1.68614
9 C -3.41827 3.20170 -1.81342
10 C -2.95259 4.31660 -2.46376
11 N -1.72363 4.29404 -2.97446
12 C -0.91598 3.22962 -2.90136
13 C -1.32260 2.07767 -2.24718
14 N -0.44835 1.02208 -2.13015
15 H -6.51334 2.15983 2.15162
16 H -5.11004 3.17167 1.81097
17 H -6.37549 2.95872 0.58963
18 H -6.73956 1.12423 -1.64642
19 H -4.41076 3.20005 -1.39097
20 H -3.53930 5.21505 -2.55835
21 H -1.37515 5.12138 -3.44447
22 H 0.05698 3.30968 -3.35964
23 H 0.24944 1.00651 -2.86446
24 H -0.88791 0.10983 -2.10988
25 C 2.31463 -3.47810 2.27901
26 O 2.95997 -3.22203 1.02575
27 P 2.83741 -1.78147 0.37636
28 O 3.42830 -0.69764 1.16759
29 O 1.30467 -1.58236 0.02459
30 C 0.44016 -0.87951 0.93047
31 O 3.41850 -2.02577 -1.06210
32 C 4.84353 -2.06374 -1.25907
33 H 2.94053 -4.16641 2.83942
34 H 2.19214 -2.56294 2.86007
35 H 1.34317 -3.93693 2.09694
36 H 1.00009 -0.41098 1.73881
37 H -0.28853 -1.57758 1.33968
38 H -0.07649 -0.11257 0.36454
39 H 5.21144 -3.07004 -1.06678
40 H 5.34936 -1.35341 -0.60979
41 H 5.02881 -1.79887 -2.29551
42 C -12.10112 -2.61448 2.37785
43 O -11.15649 -2.40892 1.32155
44 P -11.25367 -1.07923 0.45765
45 O -11.02313 0.15573 1.21263
46 O -12.62885 -1.15155 -0.31871
47 C -13.78817 -0.47695 0.19289
48 O -10.24804 -1.39837 -0.70752
49 C -8.84606 -1.22416 -0.44373
50 H -11.59701 -3.13320 3.18874
51 H -12.48987 -1.66677 2.75300
52 H -12.92389 -3.22991 2.01500
53 H -13.53155 0.17233 1.02847
54 H -14.51691 -1.22178 0.50816
55 H -14.20945 0.12313 -0.60975
56 H -8.44236 -2.13085 0.00836
57 H -8.68123 -0.37316 0.21132
58 H -8.36058 -1.04962 -1.39748
59 C 8.70537 4.55223 -1.58713
60 O 7.76154 3.52650 -1.27116
61 P 8.27230 2.22029 -0.51529
62 O 8.79957 2.45767 0.83096
63 O 9.26350 1.50930 -1.51937
64 C 10.68486 1.70179 -1.40858
65 O 7.01890 1.28081 -0.63480
66 C 5.93856 1.44882 0.29875
67 H 8.20274 5.51148 -1.49322
68 H 9.55630 4.53286 -0.90729
69 H 9.05236 4.42323 -2.61243
70 H 10.94828 2.22783 -0.49374
71 H 11.03084 2.26615 -2.27273
72 H 11.15656 0.72262 -1.40308
73 H 5.25671 2.21993 -0.06008
74 H 6.31018 1.71406 1.28725
75 H 5.40474 0.50773 0.36634
76 C -7.78942 -8.20235 -0.29805
77 O -9.05354 -7.55972 -0.11776
78 P -9.40491 -6.95230 1.30977
79 O -8.51613 -5.86659 1.73604
80 O -9.49521 -8.18089 2.30143
81 C -8.37333 -8.53956 3.11883
82 O -10.92789 -6.61186 1.14682
83 C -11.28753 -5.38751 0.48652
84 H -7.45363 -7.99866 -1.31142
85 H -7.04351 -7.82256 0.40223
86 H -7.90750 -9.27778 -0.16595
87 H -7.59059 -7.78385 3.07080
88 H -7.98668 -9.50055 2.78296
89 H -8.71983 -8.62926 4.14546
90 H -11.32166 -5.54436 -0.59139
91 H -10.58521 -4.59523 0.72675
92 H -12.27675 -5.10925 0.83679
93 C 15.01567 6.47647 -1.33925
94 O 13.91559 5.71375 -0.83364
95 P 14.16671 4.75198 0.40978
96 O 14.57302 5.44174 1.63492
97 O 15.15523 3.62639 -0.09831
98 C 16.56373 3.73331 0.15502
99 O 12.82154 3.93947 0.45442
100 C 11.67704 4.53691 1.08540
101 H 14.62907 7.43288 -1.68075
102 H 15.76486 6.65743 -0.56708
103 H 15.46800 5.94765 -2.17823
104 H 16.78108 4.54971 0.84200
105 H 17.07960 3.89235 -0.79068
106 H 16.89791 2.79770 0.59637
107 H 11.15625 5.17097 0.36853
108 H 11.96883 5.13061 1.95042
109 H 11.02058 3.72994 1.40182

Computed properties:
**E_HOMO**: -11.41 eV
**Net charge**: +1
**2S+1**: 1
**LUMO level**: -4.9 eV

---

Entry 2:
The following is a DFT calculation (the ωB97M-V functional and the def2-TZVPD basis) of a molecular structure, C51H44Cl2N2O5RhS3.

Cartesian coordinates (Å):
1 Rh 0.19128 -0.99385 -1.27489
2 C -4.41323 -1.79460 6.21379
3 C -3.91744 -1.27731 4.88848
4 C -2.62934 -0.75077 4.75893
5 C -2.17029 -0.27501 3.54386
6 C -3.01099 -0.32130 2.43999
7 C -4.28447 -0.85688 2.53464
8 C -4.73231 -1.32904 3.76147
9 S -2.43459 0.22488 0.84068
10 O -1.10894 -0.49133 0.69303
11 C -2.04757 1.95071 1.26138
12 C -2.90737 2.56257 2.20873
13 C -2.64844 3.81117 2.67147
14 C -1.46311 4.48182 2.28660
15 C -1.12802 5.74105 2.84069
16 C 0.02630 6.37612 2.49017
17 C 0.91177 5.76453 1.57809
18 C 0.60322 4.56077 1.01121
19 C -0.60599 3.88397 1.32962
20 C -0.98174 2.63498 0.71956
21 C -0.24829 2.18054 -0.56307
22 C -0.05785 3.35751 -1.52117
23 C -1.06367 4.30018 -1.68084
24 C -0.94355 5.31916 -2.61428
25 C 0.19439 5.40520 -3.41251
26 C 1.20016 4.47457 -3.26790
27 C 1.09282 3.44059 -2.32529
28 C 2.14960 2.49424 -2.16865
29 C 2.14870 1.59376 -1.11021
30 C 1.07927 1.49511 -0.25704
31 S 1.28809 0.52906 1.25165
32 O 1.56134 -0.88139 0.75076
33 C 2.91524 1.11028 1.73962
34 C 3.03306 2.27813 2.47779
35 C 4.29060 2.70979 2.86862
36 C 5.43358 1.98113 2.54945
37 C 6.80025 2.46078 2.96133
38 C 5.28532 0.79491 1.83062
39 C 4.03428 0.35048 1.42680
40 H -3.81103 -1.41366 7.03772
41 H -4.36812 -2.88574 6.24215
42 H -5.45119 -1.50593 6.37989
43 H -1.97741 -0.71218 5.62471
44 H -1.16737 0.12680 3.45141
45 H -4.92246 -0.90516 1.65848
46 H -5.73022 -1.74571 3.84162
47 H -3.77709 2.02298 2.56443
48 H -3.32835 4.28983 3.36730
49 H -1.80438 6.18843 3.56073
50 H 0.27011 7.34210 2.91313
51 H 1.84768 6.24872 1.32702
52 H 1.31302 4.10439 0.33263
53 H -1.95482 4.24626 -1.06578
54 H -1.73719 6.04907 -2.71508
55 H 0.28746 6.19850 -4.14287
56 H 2.08941 4.52895 -3.88547
57 H 3.00185 2.53839 -2.83600
58 H 3.03284 0.99383 -0.92268
59 H 2.15377 2.84629 2.75739
60 H 4.38233 3.62573 3.44207
61 H 6.74472 3.14745 3.80592
62 H 7.28432 2.98703 2.13487
63 H 7.44153 1.62331 3.23565
64 H 6.16209 0.20542 1.58404
65 H 3.91638 -0.57142 0.86841
66 Cl 4.08112 -5.22829 -6.13352
67 C 3.43769 -4.17610 -4.91358
68 C 4.25755 -3.78198 -3.84734
69 C 3.77110 -2.94862 -2.87636
70 Cl 4.78369 -2.47601 -1.55207
71 C 2.44421 -2.42825 -2.91415
72 O 2.05346 -1.61580 -1.99525
73 C 1.64043 -2.86512 -4.00042
74 C 0.28618 -2.41134 -4.15703
75 O -0.31412 -1.59755 -3.45825
76 C 2.15113 -3.73262 -4.98278
77 H 5.27684 -4.14095 -3.78696
78 H -0.25786 -2.85091 -5.00982
79 H 1.51583 -4.04550 -5.80468
80 C -0.86494 1.58729 -3.70986
81 C -1.80073 1.48533 -2.50838
82 C -2.81228 0.35777 -2.66640
83 O -1.11524 1.18837 -1.24096
84 H -1.38414 1.24493 -4.60491
85 H 0.00572 0.94750 -3.57478
86 H -0.52286 2.60519 -3.88395
87 H -2.34067 2.42140 -2.38869
88 H -2.30326 -0.60439 -2.74864
89 H -3.39039 0.51045 -3.57840
90 H -3.49539 0.32632 -1.81808
91 N 0.57519 -3.46584 1.05486
92 C -0.32832 -4.00627 0.24113
93 S -1.16561 -3.07966 -0.91838
94 N -0.56420 -5.32430 0.40623
95 C -1.45251 -6.15352 -0.35402
96 C -1.27457 -6.32714 -1.71939
97 C -2.13000 -7.16562 -2.41551
98 C -3.14658 -7.84208 -1.75244
99 C -3.30599 -7.67840 -0.38496
100 C -2.46106 -6.82880 0.31615
101 H 0.82045 -2.48482 0.97615
102 H 1.15445 -4.04319 1.64221
103 H -0.21065 -5.73790 1.25467
104 H -0.47212 -5.80921 -2.22774
105 H -1.99266 -7.30396 -3.48053
106 H -3.80891 -8.49990 -2.30046
107 H -4.09318 -8.20596 0.13873
108 H -2.58682 -6.68471 1.38372

Computed properties:
**Energy above the lowest of the compared OMol25 structures with the same formula, charge and spin**: 0.0 kcal/mol
**E_HOMO (spin up / spin down)**: -9.84 / -9.94 eV
**Net charge**: +1
**Expectation value of S²**: 6.05
**2S+1**: 5
**LUMO level (spin up / spin down)**: -2.2 / -4.2 eV

---

Entry 3:
The following is a DFT calculation (the ωB97M-V functional and the def2-TZVPD basis) of 2 unconnected molecules or ions with the total composition C14H19N5O2 in a non-equilibrium geometry.

Cartesian coordinates (Å):
1 C -5.82825 -0.86500 0.47392
2 C -5.28116 0.52252 -0.02145
3 H -5.98793 1.07869 -0.73502
4 H -5.25728 1.13217 0.84061
5 O -4.17122 0.31893 -0.88563
6 C -3.12862 0.35834 0.03747
7 O -3.13777 0.33747 1.35670
8 C -1.89012 0.36876 -1.05481
9 C -0.83946 1.39863 -0.66080
10 H -1.18879 2.32098 -0.48216
11 H -0.10499 1.59938 -1.35040
12 C -0.19642 1.08720 0.64240
13 N 0.47521 -0.52005 0.52788
14 C 1.75545 -0.54023 0.38782
15 N 2.01054 -1.94196 0.04325
16 C 3.19582 -2.34397 0.08669
17 N 4.38300 -1.73061 -0.06340
18 C 4.04175 -0.32049 0.11222
19 N 5.07061 0.84986 -0.10216
20 N 4.32825 1.97348 0.23654
21 C 3.03348 1.69178 0.20752
22 C 2.68173 0.40325 0.41895
23 H 2.42017 2.65031 0.48444
24 C 6.31513 0.68516 -0.08070
25 H 6.66250 1.36394 -1.38898
26 H 6.69395 -0.39771 -0.39177
27 H 6.93292 0.85235 0.59985
28 H 3.44410 -3.21633 -0.19705
29 C -0.65855 -1.37027 0.56803
30 H -0.07488 -2.35605 0.52764
31 C -1.28427 -0.96837 -0.92134
32 H -2.12555 -1.83449 -1.13650
33 H -0.54616 -1.16007 -1.66441
34 H -1.30675 -1.38385 1.26573
35 H 0.65677 1.63675 0.99694
36 H -0.78805 1.19064 1.58968
37 H -2.20433 0.55026 -2.11801
38 H -6.85171 -0.79164 1.13873
39 H -5.97013 -1.46280 -0.46910
40 H -5.27899 -1.16692 1.18072

Computed properties:
**Energy above the lowest of the compared OMol25 structures with the same formula, charge and spin**: 311.0 kcal/mol
**E_HOMO**: -7.73 eV
**2S+1**: 1
**LUMO level**: 0.5 eV

---

Entry 4:
The following is a DFT calculation (the ωB97M-V functional and the def2-TZVPD basis) of a gas-phase ion, C4H10NO2 (charge +1).

Cartesian coordinates (Å):
1 C -0.65849 -1.04327 1.48805
2 C -0.62413 0.20599 0.60991
3 O -1.56439 0.04432 -0.46592
4 C 0.73145 0.36450 -0.09953
5 N 0.78347 -0.70864 -1.16316
6 C 0.88027 1.73827 -0.77980
7 O 1.93083 2.30918 -0.74132
8 H -1.38108 -0.87828 2.28960
9 H -1.00757 -1.91209 0.92963
10 H 0.27335 -1.30126 1.97554
11 H -0.89981 1.09216 1.17552
12 H -2.36372 0.56497 -0.33900
13 H 1.55957 0.23438 0.59095
14 H 1.20832 -1.56407 -0.80509
15 H 1.35372 -0.42141 -1.95733
16 H -0.18296 -0.87983 -1.47242
17 H -0.03884 2.15509 -1.23562

Computed properties:
**Energy above the lowest of the compared OMol25 structures with the same formula, charge and spin**: 40.7 kcal/mol
**E_HOMO**: -14.54 eV
**Net charge**: +1
**SMILES**: C[C@H](O)[C@@H]([NH3+])C=O
**2S+1**: 1
**LUMO level**: -4.0 eV

---

Entry 5:
The following is a DFT calculation (the ωB97M-V functional and the def2-TZVPD basis) of a gas-phase ion, C4H5O4 (charge -1) in a non-equilibrium geometry.

Cartesian coordinates (Å):
1 O 0.47427 -2.77656 -0.82104
2 C 0.81657 -2.07560 0.16712
3 O 1.03363 -2.46563 1.32467
4 C 0.84176 -0.49701 -0.12811
5 C -0.55359 0.04261 0.06145
6 C -0.54898 1.56084 0.01021
7 O 0.25281 2.24973 0.57906
8 O -1.66360 2.06003 -0.58661
9 H 1.33140 -0.26809 -1.09243
10 H 1.62222 -0.19071 0.57627
11 H -1.25309 -0.46438 -0.59417
12 H -0.75040 -0.19427 1.13594
13 H -1.60302 3.01902 -0.63237

Computed properties:
**Energy above the lowest of the compared OMol25 structures with the same formula, charge and spin**: 8.0 kcal/mol
**E_HOMO**: -3.90 eV
**Net charge**: -1
**SMILES**: O=C([O-])CCC(=O)O
**2S+1**: 1
**LUMO level**: 3.0 eV

---

Entry 6:
The following is a DFT calculation (the ωB97M-V functional and the def2-TZVPD basis) of 6 unconnected molecules or ions with the total composition C18H51O21P5 in a non-equilibrium geometry.

Cartesian coordinates (Å):
1 C 46.62757 -13.44574 50.60332
2 O 46.93505 -13.20260 49.27334
3 P 45.83349 -13.00194 48.21800
4 O 44.54380 -12.74791 48.77392
5 O 46.38561 -11.77058 47.21195
6 C 45.55849 -10.58377 47.01946
7 O 45.74156 -14.35838 47.35728
8 C 44.49964 -14.95893 47.15749
9 H 46.05994 -14.31696 50.57213
10 H 45.91498 -12.81290 51.13479
11 H 47.54008 -13.54179 51.30587
12 H 45.90693 -10.24087 46.09244
13 H 45.77456 -9.74429 47.74079
14 H 44.36465 -10.84537 46.90134
15 H 44.01048 -15.12746 47.91946
16 H 44.58266 -15.85126 46.59628
17 H 43.84502 -14.30583 46.76571
18 C 45.40231 -4.68702 45.90482
19 O 46.75229 -4.53602 46.46514
20 P 46.95499 -4.39310 48.14094
21 O 45.64541 -4.04577 48.70193
22 O 47.20690 -5.88602 48.69710
23 C 46.12341 -6.75654 48.80010
24 O 48.03253 -3.43832 48.71770
25 C 48.23104 -3.25215 50.15372
26 H 44.56984 -4.89467 46.55117
27 H 45.40018 -5.32995 45.14071
28 H 45.06563 -3.64922 45.43700
29 H 45.74224 -6.51171 49.94355
30 H 46.36226 -7.75673 48.61163
31 H 45.16819 -6.60554 48.11088
32 H 48.72086 -4.04183 50.61609
33 H 47.26921 -2.98947 50.57647
34 H 48.71201 -2.41935 50.32372
35 C 48.51088 -10.84627 43.32268
36 O 48.12176 -11.24290 44.67366
37 P 49.25498 -11.64514 45.77295
38 O 50.44606 -11.94946 44.98092
39 O 49.65712 -10.45697 46.75956
40 C 49.12602 -10.68845 48.08513
41 O 48.95586 -13.04810 46.61711
42 C 49.71447 -14.23680 46.50657
43 H 49.02111 -9.80309 43.18623
44 H 47.66844 -11.04924 42.80412
45 H 48.93766 -11.64483 43.01307
46 H 49.56955 -9.93830 48.69301
47 H 49.50008 -11.67446 48.57125
48 H 48.02820 -10.49765 48.10552
49 H 50.71175 -13.91997 46.40127
50 H 49.52686 -14.59408 45.49052
51 H 49.39073 -15.04435 47.26644
52 C 51.72824 -7.09337 48.77952
53 O 50.63658 -7.83211 48.32252
54 P 49.78169 -7.39639 46.93294
55 O 49.63431 -5.91195 46.98079
56 O 50.80220 -7.82832 45.75255
57 C 51.30324 -6.81784 44.93781
58 O 48.34870 -7.98504 47.00280
59 C 47.49538 -7.73426 45.77698
60 H 52.31935 -7.26625 47.94793
61 H 52.32341 -7.50423 49.65594
62 H 51.55069 -6.02605 49.11443
63 H 52.03972 -7.36366 44.24763
64 H 51.84483 -6.00547 45.55565
65 H 50.61611 -6.27839 44.41159
66 H 47.57081 -8.31971 44.83021
67 H 47.77158 -6.64571 45.48940
68 H 46.47399 -7.71569 46.07922
69 C 42.79000 -7.75455 46.74793
70 O 42.92804 -8.00641 48.12762
71 P 41.61090 -8.11390 49.09916
72 O 40.89465 -9.06965 48.32923
73 O 41.94274 -8.81132 50.51396
74 C 43.02122 -9.75920 50.60696
75 O 40.62204 -6.93657 49.31087
76 C 39.39766 -7.13592 49.98853
77 H 42.20667 -8.63612 46.41182
78 H 43.80578 -7.71207 46.40449
79 H 42.03897 -6.89626 46.45144
80 H 42.90627 -10.49360 49.92196
81 H 43.33494 -10.37287 51.54443
82 H 44.01403 -9.35108 50.11743
83 H 39.08907 -6.21600 50.38010
84 H 39.44672 -7.99699 50.66381
85 H 38.80951 -7.41255 49.03546
86 C 47.46323 -9.89723 52.91029
87 C 47.37044 -9.49282 51.53925
88 C 48.26840 -8.31984 51.07928
89 O 46.60748 -10.08201 50.70690
90 H 48.51848 -10.16100 53.33315
91 H 46.73015 -10.68062 53.18080
92 H 47.22917 -9.23245 53.70851
93 H 48.15746 -7.36596 51.39980
94 H 48.32347 -8.23044 49.87513
95 H 49.27705 -8.25216 51.12141

Computed properties:
**Energy above the lowest of the compared OMol25 structures with the same formula, charge and spin**: 25.4 kcal/mol
**E_HOMO**: -9.61 eV
**SMILES**: COP(=O)(OC)OC.COP(=O)(OC)OC.COP(=O)(OC)OC.COP(=O)(OC)OC.COP(=O)(OC)OC.CC(C)=O
**2S+1**: 1
**LUMO level**: 0.4 eV